# 1
The following is a quantum chemistry calculation of a gas-phase ion, H2N5O2 (charge -1), from OMol25.

Last column: Löwdin charge in e.
Cartesian coordinates (Å):
N: -0.57334 0.56156 1.53005  -0.06
N: -0.56231 0.47538 0.17157  -0.06
N: 0.46376 -0.19685 -0.41659  -0.12
N: 0.34192 -0.22214 2.09019  -0.18
N: 0.21147 -1.10112 -1.37691  -0.31
O: 0.50290 -0.05964 3.34388  -0.20
O: 1.25829 -1.49364 -1.97861  -0.27
H: -1.39595 0.02887 -0.05030  0.08
H: 1.37701 0.26247 -0.43398  0.12

Gap between HOMO and LUMO (alpha / beta) ... 6.6 / 6.1 eV
Total charge ... -1
2S+1 ... 3
Energy relative to the best compared isomer or geometry (same formula, charge and spin) ... 17.7 kcal per mole

=====

# 2
The following is a quantum chemistry calculation of 2 unconnected molecules or ions with the total composition H2NO2P, from OMol25.

Last column: Löwdin charge in e.
Cartesian coordinates (Å):
N: 1.26499 0.26688 0.21244  0.00
O: -2.88551 -1.05993 -0.06884  -0.42
O: -0.09617 -0.08473 0.25699  -0.66
P: -1.35626 0.86019 -0.06741  0.91
H: 1.47797 0.67662 -0.69814  0.08
H: 1.59499 -0.65903 0.36494  0.08

Gap between HOMO and LUMO (alpha / beta) ... 7.0 / 8.2 eV
Total charge ... 0
2S+1 ... 3
Energy relative to the best compared isomer or geometry (same formula, charge and spin) ... 91.8 kcal per mole

=====

# 3
The following is a quantum chemistry calculation of a gas-phase ion, H2NO2S (charge -1), from OMol25.

Last column: Löwdin charge in e.
Cartesian coordinates (Å):
N: 0.23961 0.37580 -1.01393  -0.35
S: -0.96442 0.47008 -0.00817  0.64
O: -2.24288 -1.23107 -0.12742  -0.68
O: -1.68302 1.76214 0.08875  -0.52
H: 0.08372 -0.13317 -1.82554  -0.08
H: -0.28256 0.27466 1.15052  0.00

Gap between HOMO and LUMO ... 8.4 eV
Total charge ... -1
Energy relative to the best compared isomer or geometry (same formula, charge and spin) ... 93.3 kcal per mole

=====

# 4
The following is a quantum chemistry calculation of a gas-phase ion, H2NO2S5 (charge -1), from OMol25.

Last column: Löwdin charge in e.
Cartesian coordinates (Å):
N: 1.66876 0.08448 0.17978  -0.44
O: -2.51641 2.22094 -0.44519  -0.54
O: -0.21534 1.81726 0.32650  -0.60
S: -1.94084 -0.65601 0.30895  0.05
S: 1.07883 -0.63821 1.56268  0.47
S: -0.38295 -2.07420 0.39080  -0.26
S: 0.60993 -2.44162 -1.24365  -0.04
S: -1.28105 1.48611 -0.68543  0.57
H: 1.96951 -0.61095 -0.50981  -0.06
H: 1.00957 0.81220 0.11536  -0.13

Gap between HOMO and LUMO ... 7.5 eV
Total charge ... -1
Energy relative to the best compared isomer or geometry (same formula, charge and spin) ... 6.7 kcal per mole

=====

# 5
The following is a quantum chemistry calculation of H2NO3PS in the gas phase, from OMol25.

Last column: Löwdin charge in e.
Cartesian coordinates (Å):
N: -1.20616 -0.11636 -0.18857  -0.04
O: 0.18329 2.01070 0.25912  -0.24
O: 1.34981 -0.10024 -1.07229  -0.58
O: 1.14659 -0.34325 1.21508  -0.57
P: 0.25238 0.57608 0.06026  0.38
S: 1.91086 -1.25372 -0.01027  0.88
H: -1.54887 -1.11818 -0.17150  0.11
H: -2.08790 0.34497 -0.09183  0.06

Gap between HOMO and LUMO ... 8.9 eV
Total charge ... 0
Energy relative to the best compared isomer or geometry (same formula, charge and spin) ... 5.1 kcal per mole

=====

# 6
The following is a quantum chemistry calculation of a molecular structure, H2NO3S, from OMol25.

Last column: Löwdin charge in e.
Cartesian coordinates (Å):
N: 0.33445 0.55291 -0.23309  -0.30
O: -2.22476 -0.99169 -0.55651  -0.55
O: 1.33974 1.44194 -0.56633  -0.43
O: -2.41957 1.04177 0.82539  -0.55
S: -2.02361 0.45793 -0.45982  0.72
H: 0.27910 0.41831 0.78542  0.06
H: 0.49733 -0.36718 -0.66369  0.06

Gap between HOMO and LUMO (alpha / beta) ... 6.6 / 6.6 eV
Total charge ... -1
Energy relative to the best compared isomer or geometry (same formula, charge and spin) ... 74.5 kcal per mole

=====

# 7
The following is a quantum chemistry calculation of a gas-phase ion, H2NO3S2 (charge -1), from OMol25.

Last column: Löwdin charge in e.
Cartesian coordinates (Å):
N: 1.23036 0.75694 0.70694  -0.06
O: 0.76969 -0.57116 0.51513  -0.44
S: -0.72412 -0.54283 -0.37291  0.11
O: -0.67793 0.86676 -0.90308  -0.48
O: -1.75593 -0.85321 0.53919  -0.41
S: -0.44442 -1.91577 -1.71828  0.14
H: 1.16081 1.24274 -0.17638  0.04
H: 0.44153 1.01653 1.40939  0.11

Gap between HOMO and LUMO ... 8.1 eV
Total charge ... -1
Energy relative to the best compared isomer or geometry (same formula, charge and spin) ... 36.7 kcal per mole

=====

# 8
The following is a quantum chemistry calculation of a gas-phase ion, H2NO3S3 (charge -1), from OMol25.

Last column: Löwdin charge in e.
Cartesian coordinates (Å):
O: -1.17554 0.36171 -1.64403  -0.39
S: -1.20726 0.16516 -0.20311  0.43
O: -1.73064 1.25113 0.58798  -0.35
O: -1.54710 -1.15028 0.32642  -0.43
N: 0.84807 0.09674 0.49990  -0.98
S: 1.52768 0.96376 -0.76456  0.55
S: 1.19384 -1.64263 0.65451  0.52
H: 2.22292 1.76688 0.09125  -0.16
H: -0.13199 -1.81248 0.45165  -0.20

Gap between HOMO and LUMO ... 7.7 eV
Total charge ... -1
Energy relative to the best compared isomer or geometry (same formula, charge and spin) ... 27.4 kcal per mole

=====

# 9
The following is a quantum chemistry calculation of a molecular structure, H2NO4P, from OMol25.

Last column: Löwdin charge in e.
Cartesian coordinates (Å):
N: -0.01177 0.13632 1.03190  -0.57
O: -0.29511 1.35836 0.96999  0.00
O: -0.48051 -0.74462 1.76513  0.00
O: 1.29830 0.79419 -1.14002  -0.31
O: -0.97621 -0.98926 -1.05733  -0.27
P: 1.09733 -0.50463 -0.22312  1.14
H: 0.58725 1.48883 -0.98310  0.10
H: -1.21929 -1.53919 -0.36346  -0.09

Gap between HOMO and LUMO ... 9.0 eV
Total charge ... 0
Energy relative to the best compared isomer or geometry (same formula, charge and spin) ... 89.5 kcal per mole

=====

# 10
The following is a quantum chemistry calculation of 2 unconnected molecules or ions with the total composition H2NO4P, from OMol25.

Last column: Löwdin charge in e.
Cartesian coordinates (Å):
N: 0.80087 0.39152 -0.01286  -0.63
O: 0.78845 0.38987 -1.24599  -0.01
O: 1.25402 1.29717 0.58806  0.04
O: -0.06167 -1.92362 -0.50575  -0.30
O: -1.53131 0.80883 0.49493  -0.30
P: 0.17110 -1.13010 0.81835  1.17
H: 0.22052 -1.32494 -1.27607  0.08
H: -1.64197 1.49125 1.13933  -0.06

Gap between HOMO and LUMO (alpha / beta) ... 7.6 / 7.6 eV
Total charge ... 0
Energy relative to the best compared isomer or geometry (same formula, charge and spin) ... 118.1 kcal per mole

=====

# 11
The following is a quantum chemistry calculation of a molecular structure, H2NO5PS, from OMol25.

Last column: Löwdin charge in e.
Cartesian coordinates (Å):
N: -1.69651 -0.13229 0.02292  -0.15
O: -0.70309 1.91682 1.35709  -0.45
O: 2.72598 -0.28108 0.68758  -0.52
O: -0.85816 2.06608 -1.18217  -0.46
O: 1.72929 -1.04292 -1.43890  -0.53
O: 0.73966 -1.77402 0.69203  -0.54
P: -0.61336 1.22953 0.03396  0.30
S: 1.47533 -0.67718 -0.01339  0.36
H: -1.27676 -0.74878 0.71969  -0.01
H: -1.52236 -0.55615 -0.87880  0.00

Gap between HOMO and LUMO (alpha / beta) ... 6.5 / 6.5 eV
Total charge ... -2
Energy relative to the best compared isomer or geometry (same formula, charge and spin) ... 17.2 kcal per mole

=====

# 12
The following is a quantum chemistry calculation of a gas-phase ion, H2NOS2 (charge -1), from OMol25.

Last column: Löwdin charge in e.
Cartesian coordinates (Å):
N: -0.29993 -0.44769 -1.07692  -0.35
S: 0.86913 -0.58270 -0.01474  -0.03
O: 1.33534 -1.93908 0.13903  -0.55
S: 2.26944 0.72271 -0.10088  0.00
H: -0.86584 0.33434 -1.06564  -0.09
H: 0.38830 -0.27054 1.48775  0.01

Gap between HOMO and LUMO ... 7.7 eV
Total charge ... -1
Energy relative to the best compared isomer or geometry (same formula, charge and spin) ... 23.0 kcal per mole

=====

# 13
The following is a quantum chemistry calculation of a gas-phase ion, H2NOS2 (charge -1), from OMol25.

Last column: Löwdin charge in e.
Cartesian coordinates (Å):
O: 0.31915 -1.59126 0.13273  -0.26
N: 0.17961 -0.51920 0.55951  -0.65
S: -1.64781 0.30688 -0.29716  0.18
S: 1.73007 0.71984 0.06918  0.23
H: -1.57822 -0.79203 -1.04207  -0.30
H: 0.99720 1.87576 0.57782  -0.19

Gap between HOMO and LUMO (alpha / beta) ... 6.7 / 6.7 eV
Total charge ... -1
Energy relative to the best compared isomer or geometry (same formula, charge and spin) ... 53.1 kcal per mole

=====

# 14
The following is a quantum chemistry calculation of 2 unconnected molecules or ions with the total composition H2O2S2, from OMol25.

Last column: Löwdin charge in e.
Cartesian coordinates (Å):
O: 0.49797 1.34834 1.77277  -0.71
S: 1.14983 2.67924 1.45180  0.75
O: -1.05472 -0.54445 0.29157  -0.61
S: 0.28148 -1.18792 -0.36901  0.69
H: -0.98395 -0.17773 1.20237  0.02
H: 0.95965 0.01151 -0.46773  -0.15

Gap between HOMO and LUMO (alpha / beta) ... 6.6 / 6.6 eV
Total charge ... 0
Energy relative to the best compared isomer or geometry (same formula, charge and spin) ... 48.2 kcal per mole

=====

# 15
The following is a quantum chemistry calculation of 2 unconnected molecules or ions with the total composition H2O3PS, from OMol25.

Last column: Löwdin charge in e.
Cartesian coordinates (Å):
O: -2.56707 -0.27790 1.30761  -0.49
O: -2.77903 -1.43086 -0.96534  -0.48
O: -2.55956 1.01744 -0.86313  -0.46
P: 3.77407 0.13848 -0.33835  0.52
S: -2.38512 -0.24266 -0.17808  0.44
H: 2.85330 1.15565 0.10003  -0.23
H: 3.66342 -0.36015 0.93726  -0.29

Gap between HOMO and LUMO (alpha / beta) ... 6.0 / 6.0 eV
Total charge ... -1
2S+1 ... 3

=====

# 16
The following is a quantum chemistry calculation of H2O3SSi in the gas phase, from OMol25.

Last column: Löwdin charge in e.
Cartesian coordinates (Å):
O: -0.36880 -0.19190 2.14119  -0.42
O: 0.40702 0.81337 -0.49827  -0.53
O: -1.17291 1.12747 -2.21015  -0.36
Si: 0.29038 -0.72565 0.89637  0.41
S: -0.49423 1.75476 -1.11561  1.01
H: 1.52168 -1.42635 1.10766  -0.06
H: -0.18313 -1.35170 -0.32118  -0.05

Gap between HOMO and LUMO ... 6.8 eV
Total charge ... 0
Energy relative to the best compared isomer or geometry (same formula, charge and spin) ... 40.1 kcal per mole

=====

# 17
The following is a quantum chemistry calculation of a molecular structure, H2O4P2, from OMol25.

Last column: Löwdin charge in e.
Cartesian coordinates (Å):
O: 1.75423 1.39000 -0.38332  -0.55
O: 0.52191 -2.17699 -0.10206  -0.53
O: 0.67515 0.77804 1.82259  -0.55
O: -0.90170 -0.93951 -1.80321  -0.54
P: 0.56682 0.87189 0.34820  0.13
P: -0.35697 -1.01644 -0.42367  0.13
H: -0.83799 2.04513 0.02092  -0.06
H: -1.42145 -0.95211 0.52056  -0.04

Gap between HOMO and LUMO ... 7.3 eV
Total charge ... -2
Energy relative to the best compared isomer or geometry (same formula, charge and spin) ... 5.8 kcal per mole

=====

# 18
The following is a quantum chemistry calculation of a molecular structure, H2O4PS, from OMol25.

Last column: Löwdin charge in e.
Cartesian coordinates (Å):
O: 2.24447 0.18984 1.45425  -0.56
O: 1.21602 -0.54164 3.70642  -0.38
O: 1.83760 -2.32217 2.07260  -0.35
O: 0.07620 -0.76172 1.44466  -0.66
P: 0.12744 0.59824 0.46370  0.74
S: 1.42789 -0.95335 2.29778  0.44
H: -1.29634 0.14482 0.01883  -0.08
H: 0.60557 -0.02996 -0.61479  -0.15

Gap between HOMO and LUMO ... 9.3 eV
Total charge ... -1
Energy relative to the best compared isomer or geometry (same formula, charge and spin) ... 22.1 kcal per mole

=====

# 19
The following is a quantum chemistry calculation of a molecular structure, H2ORb, from OMol25.

Last column: Löwdin charge in e.
Cartesian coordinates (Å):
Rb: -1.34370 -0.48497 -3.11458  0.98
O: 0.06851 0.19502 0.95154  -0.05
H: 0.45950 -0.21767 1.72163  0.04
H: 0.81569 0.50763 0.44141  0.03

Gap between HOMO and LUMO ... 10.5 eV
Total charge ... +1
Energy relative to the best compared isomer or geometry (same formula, charge and spin) ... 10.8 kcal per mole

=====

# 20
The following is a quantum chemistry calculation of H2P2S4 in the gas phase, from OMol25.

Last column: Löwdin charge in e.
Cartesian coordinates (Å):
S: 3.30026 -0.77492 -0.54235  0.13
P: 1.40180 -0.48976 -0.38210  -0.43
S: 0.59615 1.48981 -0.71950  0.11
P: -0.78519 1.13030 0.86605  0.04
S: -2.39673 0.37502 -0.21930  0.27
S: 0.45746 -0.85449 1.44600  0.12
H: 0.62107 -1.20054 -1.30103  -0.06
H: -3.19482 0.32457 0.85223  -0.19

Gap between HOMO and LUMO ... 8.0 eV
Total charge ... 0
Energy relative to the best compared isomer or geometry (same formula, charge and spin) ... 0.0 kcal per mole

=====

Number 1: electronic energy -425.216212 Ha, largest force on an atom 4.88 eV/Å. Number 2: electronic energy -547.526360 Ha, largest force on an atom 2.93 eV/Å. Number 3: electronic energy -604.504646 Ha, largest force on an atom 5.21 eV/Å. Number 4: electronic energy -2197.424865 Ha, largest force on an atom 3.51 eV/Å. Number 5: electronic energy -1021.251317 Ha, largest force on an atom 2.73 eV/Å. Number 6: electronic energy -679.827066 Ha, largest force on an atom 1.12 eV/Å. Number 7: electronic energy -1078.052626 Ha, largest force on an atom 4.33 eV/Å. Number 8: electronic energy -1476.240603 Ha, largest force on an atom 3.15 eV/Å. Number 9: electronic energy -698.134679 Ha, largest force on an atom 5.18 eV/Å. Number 10: electronic energy -698.089113 Ha, largest force on an atom 3.37 eV/Å. Number 11: electronic energy -1171.785562 Ha, largest force on an atom 1.24 eV/Å. Number 12: electronic energy -927.549568 Ha, largest force on an atom 4.24 eV/Å. Number 13: electronic energy -927.501588 Ha, largest force on an atom 2.51 eV/Å. Number 14: electronic energy -947.944016 Ha, largest force on an atom 2.00 eV/Å. Number 15: electronic energy -966.419993 Ha, largest force on an atom 3.61 eV/Å. Number 16: electronic energy -914.549645 Ha, largest force on an atom 1.79 eV/Å. Number 17: electronic energy -984.946048 Ha, largest force on an atom 2.17 eV/Å. Number 18: electronic energy -1041.749467 Ha, largest force on an atom 4.91 eV/Å. Number 19: electronic energy -100.313124 Ha, largest force on an atom 0.56 eV/Å. Number 20: electronic energy -2276.713864 Ha, largest force on an atom 1.82 eV/Å.